The following is a quantum chemistry calculation of a 2-piece molecular cluster, C5H12OS2 overall at a distorted geometry, from the OMol25 dataset.

Atoms and positions in Å:
C: 2.1837 -1.2158 0.8568
S: 3.1975 -0.8744 -0.6213
S: 1.9365 0.6382 -1.5329
C: 0.9289 -0.5044 -2.5532
H: 2.1456 -0.3453 1.4824
H: 1.1630 -1.5178 0.5768
H: 2.6353 -2.0596 1.4369
H: 0.3415 -1.1836 -1.9175
H: 0.3020 0.1393 -3.1731
H: 1.6238 -1.0603 -3.1956
C: -0.6439 0.8591 1.9730
C: -1.1758 0.6391 0.5633
C: -2.5004 0.8227 0.2769
O: -3.0557 0.6176 -0.9937
H: 0.3958 1.2588 1.8645
H: -1.1815 1.6138 2.5414
H: -0.5662 -0.0864 2.5592
H: -0.5072 0.4568 -0.1816
H: -3.2109 1.1864 1.0536
H: -4.0120 0.6159 -1.0159

Computed properties:
- LUMO energy: 0.593 eV
- Calculated total energy: -1069.2729 a.u.
- ΔE to the lowest compared entry with this formula, charge and spin: 124.0 kJ/mol
- SMILES: C/C=C/O.CSSC
- Kohn-Sham gap: 9.23 eV


The following is a quantum chemistry calculation of a 2-piece molecular cluster, C2H8O3PS overall at a distorted geometry, from the OMol25 dataset.

Atoms and positions in Å:
C: -0.3794 1.9885 0.6546
C: -2.8804 -1.0781 -0.6317
O: 3.7114 -0.0683 0.0886
O: 0.0997 0.5765 0.5847
O: -2.0297 -0.3615 -1.0599
P: 0.0906 -0.1840 -0.8623
S: 0.4672 -2.0825 -0.2694
H: -0.7313 2.2448 -0.3358
H: 0.3749 2.4937 1.1463
H: -1.3485 1.9714 1.1631
H: -2.5613 -2.0926 -0.1300
H: -3.9812 -0.9603 -0.6834
H: 4.5190 0.2494 -0.3437
H: 3.5560 -0.9354 -0.1430
H: 1.0930 -1.7615 0.8219

Computed properties:
- LUMO energy: -4.717 eV
- Calculated total energy: -1045.9524 a.u.
- ΔE to the lowest compared entry with this formula, charge and spin: 282.9 kJ/mol
- Kohn-Sham gap: 10.01 eV
- Net charge: +1


The following is a quantum chemistry calculation of a 2-piece molecular cluster, CH2ClO3S overall at a distorted geometry, from the OMol25 dataset.

Atoms and positions in Å:
C: -1.1209 0.6715 -1.3730
O: 2.4975 -0.4894 0.2022
O: 0.8614 0.2416 2.0043
O: 0.7419 -2.0017 1.0834
S: 1.2183 -0.6063 0.8775
Cl: -2.0496 1.8893 -0.5420
H: -0.3346 0.5045 -0.7417
H: -1.8139 -0.2095 -1.5108

Computed properties:
- LUMO energy (alpha / beta): 2.461 / 3.428 eV
- Calculated total energy: -1123.3562 a.u.
- ΔE to the lowest compared entry with this formula, charge and spin: 281.6 kJ/mol
- Kohn-Sham gap (alpha / beta): 5.59 / 8.71 eV
- Net charge: -1


The following is a quantum chemistry calculation of a 5-piece molecular cluster, C10H7Cl13O2S overall at a distorted geometry, from the OMol25 dataset.

Atoms and positions in Å:
O: 2.3493 -2.3256 1.3158
C: 1.7367 -1.4667 0.7257
C: 0.2386 -1.4457 0.7184
C: -0.3777 -0.2689 0.7789
S: -2.1164 0.0289 0.8921
C: 0.4950 0.9565 0.8479
O: 0.2296 1.9324 1.5044
C: 1.7849 0.8458 0.0707
Cl: 2.4247 2.2605 -0.6435
C: 2.3889 -0.3350 0.0056
H: -0.3091 -2.3786 0.6947
H: -2.6051 -0.3391 -0.2984
H: 3.3279 -0.4842 -0.5102
C: -0.8712 -1.8565 -3.5673
Cl: -0.7702 -1.1704 -1.9368
Cl: -2.5517 -2.0878 -4.0498
Cl: -0.0111 -0.8424 -4.7183
H: -0.3911 -2.8262 -3.5458
C: 3.9994 -1.9829 -6.0729
Cl: 4.0578 -1.2982 -4.4449
Cl: 2.3298 -2.2109 -6.5898
Cl: 4.8793 -0.9654 -7.2099
H: 4.4801 -2.9517 -6.0459
C: -1.5180 4.0724 3.4454
Cl: -2.1101 3.8918 5.1048
Cl: -2.8479 3.9445 2.2978
Cl: -0.6612 5.6005 3.2546
H: -0.8251 3.2654 3.2420
C: -3.3979 0.2187 5.0513
Cl: -1.7626 0.3399 4.4034
Cl: -4.5685 -0.1033 3.7737
Cl: -3.4835 -1.0209 6.3032
H: -3.6453 1.1721 5.5003

Computed properties:
- LUMO energy: -1.530 eV
- Calculated total energy: -6916.3425 a.u.
- SMILES: O=C1C=C(S)C(=O)C(Cl)=C1.ClC(Cl)Cl.ClC(Cl)Cl.ClC(Cl)Cl.ClC(Cl)Cl
- Kohn-Sham gap: 8.18 eV


> Which value of calculated total energy does entry 4 give?

-6916.3425 a.u.


> Which of these has the highest calculated total energy?

C2H8O3PS